(1)
C26H45IrN7PS4 | the ωB97M-V functional and the def2-TZVPD basis

CARTESIAN COORDINATES (ANGSTROEM)
Ir (-1.6289, -0.8396, -0.4192)
S (-1.0828, -3.1459, -0.2567)
C (-2.5275, -3.5365, -1.1229)
S (-3.4027, -2.0783, -1.4258)
C (-2.9177, -4.7928, -1.4852)
C (-4.1368, -4.9827, -2.2006)
N (-5.1228, -5.0999, -2.7832)
C (-2.1226, -5.9265, -1.1431)
N (-1.4756, -6.8386, -0.8704)
N (-3.0925, -0.1182, 2.2139)
N (-2.6824, -1.2111, 1.3738)
H (-3.9497, -0.3764, 2.6916)
H (-3.3005, 0.6720, 1.6148)
H (-3.4902, -1.7425, 1.0411)
H (-2.1237, -1.8469, 1.9383)
C (-3.1804, 0.5566, -4.8385)
N (-3.4033, 0.6567, -3.3949)
C (-2.8704, 1.4699, -2.5018)
S (-3.1396, 1.1102, -0.8113)
N (-2.1907, 2.5715, -2.7850)
C (-1.8505, 3.1626, -4.0785)
H (-3.5964, -0.3969, -5.1519)
H (-2.1181, 0.5549, -5.0728)
H (-3.6928, 1.3493, -5.3794)
H (-3.8787, -0.1278, -2.9738)
H (-1.8254, 3.0308, -1.9666)
H (-2.7438, 3.3293, -4.6756)
H (-1.1320, 2.5489, -4.6188)
H (-1.3978, 4.1298, -3.8756)
S (0.5728, -0.0218, -4.6108)
C (-0.2067, -0.3288, -3.2139)
N (-0.7328, -0.5150, -2.1925)
C (1.6001, -1.5169, 4.7080)
C (0.7884, -0.2130, 4.7054)
C (0.0917, 0.0364, 3.3556)
C (0.9356, -0.5327, 2.2140)
C (1.0260, -2.0673, 2.3264)
C (0.9453, -2.5375, 3.7865)
P (0.4355, 0.0230, 0.5226)
C (1.8822, -0.4475, -0.5754)
C (1.8972, -1.8773, -1.1244)
C (2.8310, -1.9765, -2.3459)
C (3.9891, -0.9774, -2.2747)
C (4.4082, -0.7970, -0.8234)
C (3.2818, -0.1458, 0.0055)
C (0.6344, 1.8834, 0.5562)
C (1.8539, 2.4512, 1.3457)
C (1.4649, 3.5457, 2.3382)
C (0.7158, 4.6877, 1.6558)
C (-0.4125, 4.1518, 0.7472)
C (-0.6352, 2.6538, 0.9365)
H (1.6910, -1.9033, 5.7239)
H (2.6203, -1.3291, 4.3582)
H (1.4424, 0.6294, 4.9452)
H (0.0308, -0.2504, 5.4918)
H (-0.0655, 1.1062, 3.2289)
H (-0.9003, -0.4118, 3.3429)
H (1.9433, -0.1367, 2.3510)
H (1.9673, -2.4035, 1.8848)
H (0.2360, -2.5483, 1.7516)
H (1.4117, -3.5186, 3.8819)
H (-0.1010, -2.6642, 4.0844)
H (1.7234, 0.2170, -1.4336)
H (0.9082, -2.2032, -1.4190)
H (2.2290, -2.5601, -0.3366)
H (2.2558, -1.8122, -3.2580)
H (3.2264, -2.9935, -2.3982)
H (3.6841, -0.0129, -2.6929)
H (4.8271, -1.3233, -2.8818)
H (5.3102, -0.1877, -0.7431)
H (4.6586, -1.7770, -0.4068)
H (3.4507, 0.9278, 0.0416)
H (3.3564, -0.5174, 1.0298)
H (0.7955, 2.0881, -0.5108)
H (2.5687, 2.8741, 0.6348)
H (2.3935, 1.6748, 1.8821)
H (2.3685, 3.9248, 2.8201)
H (0.8514, 3.1234, 3.1386)
H (1.4219, 5.2788, 1.0679)
H (0.3079, 5.3604, 2.4121)
H (-0.1571, 4.3322, -0.3036)
H (-1.3435, 4.6898, 0.9345)
H (-1.4679, 2.3161, 0.3272)
H (-0.9351, 2.4502, 1.9666)

- Gap between HOMO and LUMO: 0.29053 hartree
- HOMO level: -0.292 Eh
- Relative energy (zero: lowest compared OMol25 entry of this formula, charge and spin): 0.0 kcal/mol

(2)
C6H12N2P | the ωB97M-V functional and the def2-TZVPD basis

CARTESIAN COORDINATES (ANGSTROEM)
C (2.9770, -0.6248, 0.7757)
N (1.6496, -0.4125, 0.3101)
C (0.8164, 0.4757, 0.5395)
C (0.8355, 1.6306, 1.3894)
C (-0.6831, 0.3403, -0.3643)
C (-0.2464, -0.1935, -1.7153)
N (-1.9073, 0.5675, -0.0934)
P (-3.6153, 0.5588, -0.2732)
C (-4.1666, -0.6558, 0.9846)
H (3.6038, 0.3651, 0.6466)
H (3.3671, -1.3336, 0.0434)
H (3.0930, -0.8952, 1.8783)
H (0.2356, 2.4648, 0.9862)
H (2.0102, 1.8040, 1.6027)
H (0.2760, 1.3831, 2.2838)
H (-1.1561, -0.1365, -2.3051)
H (0.4425, -1.1162, -1.6090)
H (0.5344, 0.4614, -1.9893)
H (-5.3109, -0.6649, 1.0819)
H (-3.7367, -0.2581, 1.9759)
H (-3.9063, -1.6529, 0.8826)

- SMILES: C/N=C(\C)C(C)=[N+]=PC
- Total charge: +1
- Gap between HOMO and LUMO (spin up / spin down): 0.24979 / 0.24974 hartree
- HOMO level (spin up / spin down): -0.471 / -0.471 Eh
- Relative energy (zero: lowest compared OMol25 entry of this formula, charge and spin): 85.7 kcal/mol

(3)
C36H29AuClP2 | the ωB97M-V functional and the def2-TZVPD basis

CARTESIAN COORDINATES (ANGSTROEM)
Au (-0.1735, -0.6151, 0.5429)
Cl (2.7861, -1.1743, -0.8101)
C (2.3033, -2.6305, -1.6097)
C (3.3586, -3.5039, -1.9091)
C (3.1173, -4.6284, -2.6537)
C (1.7923, -4.9022, -3.0245)
C (0.7585, -4.0176, -2.6896)
C (1.0003, -2.8104, -2.0113)
P (-0.3919, -1.6171, -1.5584)
C (-0.3349, -0.3198, -2.8017)
C (-1.3210, 0.6633, -2.4914)
C (-1.3512, 1.8223, -3.2388)
C (-0.3878, 2.0240, -4.2511)
C (0.5471, 1.0316, -4.5633)
C (0.5857, -0.1600, -3.7827)
C (-1.9756, -2.4468, -2.0122)
C (-2.4751, -3.3997, -1.1388)
C (-3.6606, -4.0832, -1.5193)
C (-4.3464, -3.6869, -2.6606)
C (-3.7366, -2.7862, -3.5530)
C (-2.5765, -2.1118, -3.2044)
H (4.3515, -3.2871, -1.5490)
H (3.8445, -5.3498, -2.8689)
H (1.4396, -5.7283, -3.6410)
H (-0.2920, -4.2054, -3.0022)
H (-1.9614, 0.4626, -1.7036)
H (-2.0600, 2.6547, -2.9517)
H (-0.3507, 2.9790, -4.6330)
H (1.2598, 1.2376, -5.3942)
H (1.3798, -0.8866, -4.0393)
H (-2.0008, -3.7495, -0.3020)
H (-4.0308, -4.8642, -0.8458)
H (-5.2766, -4.1150, -2.8846)
H (-4.1862, -2.6298, -4.5692)
H (-2.1532, -1.4598, -3.9639)
C (1.1121, 0.0436, 6.6261)
C (0.3307, -0.8043, 5.8007)
C (0.2079, -0.6003, 4.4166)
C (0.8458, 0.5363, 3.8516)
C (1.6831, 1.3022, 4.6405)
C (1.8505, 1.0594, 5.9920)
P (0.3174, 1.0737, 2.1411)
C (1.6638, 2.0176, 1.2661)
C (1.3187, 2.5889, 0.0443)
C (2.3099, 3.1363, -0.7157)
C (3.6396, 3.1244, -0.3434)
C (3.9856, 2.6051, 0.8898)
C (2.9846, 2.0124, 1.6994)
C (-1.0542, 2.1883, 2.4238)
C (-0.9015, 3.5768, 2.1852)
C (-2.0492, 4.4055, 2.2020)
C (-3.3245, 3.8781, 2.4977)
C (-3.4314, 2.5429, 2.8056)
C (-2.3005, 1.7541, 2.7398)
H (1.2136, -0.1768, 7.6720)
H (-0.0610, -1.6279, 6.3013)
H (-0.4780, -1.2150, 3.7965)
H (2.1009, 2.2449, 4.3593)
H (2.4110, 1.7864, 6.6290)
H (0.2631, 2.8259, -0.1380)
H (1.9755, 3.5281, -1.6393)
H (4.3987, 3.4708, -1.0675)
H (4.9891, 2.6228, 1.1992)
H (3.2559, 1.5713, 2.6664)
H (0.0761, 4.0063, 1.9260)
H (-1.8650, 5.4539, 2.0525)
H (-4.1979, 4.5725, 2.4816)
H (-4.3810, 2.0855, 3.0229)
H (-2.3709, 0.7045, 2.8641)

- Total charge: +1
- Gap between HOMO and LUMO: 0.33120 hartree
- HOMO level: -0.420 Eh

(4)
C9H11O6Tc | the ωB97M-V functional and the def2-TZVPD basis

CARTESIAN COORDINATES (ANGSTROEM)
O (2.2775, -6.7494, 1.1737)
C (1.7185, -5.7866, 1.3919)
Tc (0.9637, -1.1701, 0.8267)
C (-0.1447, 0.1877, 1.4113)
O (-0.8351, 1.0337, 1.7757)
C (2.0180, -0.1318, -0.2815)
O (2.7021, 0.4669, -0.9826)
C (-0.0467, -1.6635, -0.6407)
O (-0.6355, -2.0095, -1.5635)
C (2.2389, -1.0011, 2.1544)
O (3.0592, -0.9387, 2.9551)
H (1.9100, -2.3293, 0.3274)
C (-0.4319, 3.0665, -0.3890)
C (0.5163, 1.8400, -0.5509)
O (0.0803, 0.3503, -0.5699)
C (-1.3766, 0.4136, -1.0662)
C (-2.5335, -0.2218, -0.2317)
H (-1.0354, 3.2780, -1.2963)
H (0.1938, 3.9787, -0.2764)
H (-1.0840, 3.0070, 0.5014)
H (1.0704, 2.0580, -1.4904)
H (1.2024, 2.0210, 0.3111)
H (-1.7937, 1.3946, -1.2749)
H (-1.4099, 0.0244, -2.1052)
H (-3.4700, -0.1505, -0.8255)
H (-2.7473, 0.3249, 0.7030)
H (-2.4068, -1.2929, 0.0129)

- 2S+1: 4
- ⟨S²⟩: 3.779
- Total charge: +3
- Gap between HOMO and LUMO (spin up / spin down): 0.30181 / 0.11161 hartree
- HOMO level (spin up / spin down): -0.816 / -0.817 Eh
- Relative energy (zero: lowest compared OMol25 entry of this formula, charge and spin): 168.0 kcal/mol

Summary of E in eV
-93594.758 -18675.176 -72589.790 -23948.394
(order as listed above)